1.
Here is a cluster of 14 separate species, C38H112N8O14 in total in a non-equilibrium geometry from the OMol25 dataset. Energies are from ωB97M-V with the def2-TZVPD basis set.

LUMO energy: 0.3 eV

```
172
Properties=species:S:1:pos:R:3:mulliken_charge:R:1
C 1.09606 0.29809 -4.56446 0.29
O 1.22977 0.69609 -5.91720 -0.63
H 1.20027 -0.78971 -4.45438 0.20
H 1.82061 0.82565 -3.95232 0.18
H 0.08811 0.52387 -4.18430 -0.39
H 0.39194 0.54798 -6.36434 0.33
C 4.32016 1.05258 -2.10292 -0.63
O 3.55291 0.13395 -1.34903 -0.56
H 4.18697 2.05711 -1.69028 0.16
H 5.37908 0.79414 -2.03765 0.29
H 4.09131 1.00115 -3.17413 0.28
H 2.62727 0.41971 -1.36678 0.47
C -3.40311 1.92661 -0.29007 0.05
O -3.75178 1.12581 0.80947 -0.76
H -2.38453 2.33226 -0.14565 -0.14
H -3.29569 1.30466 -1.18591 -0.09
H -4.03540 2.79485 -0.45198 0.55
H -3.22717 0.32340 0.61029 0.26
C 0.13768 5.12214 -3.15738 -0.27
O -0.27642 6.38268 -3.66482 -0.56
H 1.06579 5.29118 -2.60840 0.26
H -0.58041 4.65782 -2.47773 -0.13
H 0.40901 4.42662 -3.95953 0.34
H -1.08284 6.27033 -4.17631 0.32
C 5.11467 4.44388 -0.22095 -0.46
O 3.81990 4.69758 -0.77019 -0.41
H 5.46826 5.28781 0.37955 0.33
H 5.05602 3.55156 0.40875 0.06
H 5.83793 4.29971 -1.01778 0.24
H 3.22176 4.98017 -0.07432 0.25
C -0.38437 0.59087 3.97466 0.34
O -1.27323 1.00159 5.00033 -0.59
H 0.38632 -0.04882 4.40381 -0.06
H -0.91224 0.09735 3.15579 -0.26
H 0.16287 1.44659 3.55133 0.22
H -2.11255 1.24659 4.60138 0.34
C 0.14534 -1.36143 0.66083 -1.23
C -0.80909 -0.33027 0.06847 2.03
C -0.27906 0.28930 -1.20187 -1.11
O 0.92103 0.97091 -1.07000 0.64
C 0.77148 2.30570 -0.63541 0.57
N -2.11456 -0.89294 -0.27905 1.78
H -0.22557 -1.67819 1.64211 0.19
H 1.15586 -0.95686 0.74667 0.20
H 0.15279 -2.29616 0.09106 -0.06
H -0.97747 0.45956 0.81335 -0.42
H -1.08928 0.83337 -1.71324 -0.55
H -0.11223 -0.51864 -1.93338 0.17
H 0.07964 2.84578 -1.29032 -0.25
H 1.75311 2.78039 -0.65048 -0.14
H 0.39080 2.40590 0.38989 -0.05
H -2.04401 -1.37998 -1.17043 -1.46
H -2.51351 -1.55484 0.38949 0.48
C -2.83305 3.28958 -7.84050 -1.56
C -1.88141 2.32915 -7.12865 -0.03
C -2.44542 1.93193 -5.77714 0.48
O -2.33417 3.03625 -4.90091 -0.34
C -2.99417 2.76286 -3.69204 0.40
N -1.64497 1.10848 -7.88607 -0.52
H -2.93992 4.20054 -7.23739 0.29
H -3.81351 2.84235 -7.99685 0.32
H -2.40749 3.64899 -8.77944 0.44
H -0.93853 2.83922 -6.93179 0.44
H -1.81727 1.11994 -5.38250 -0.35
H -3.48881 1.59566 -5.85553 0.11
H -2.92742 3.59206 -2.98904 -0.33
H -2.57850 1.87075 -3.19998 -0.50
H -4.06139 2.57444 -3.88214 0.49
H -1.09352 1.27539 -8.71721 0.27
H -2.50756 0.67561 -8.19450 0.23
C 5.82043 2.78200 5.56021 -1.47
C 4.55755 1.94324 5.72041 0.40
C 4.33137 1.04432 4.53841 0.18
O 4.23229 1.77877 3.35251 -0.34
C 4.09266 0.93474 2.22563 0.18
N 4.70968 1.12885 6.93856 -0.69
H 5.69244 3.49108 4.73640 0.32
H 6.67036 2.15714 5.26697 0.35
H 6.03196 3.34923 6.46205 0.40
H 3.72172 2.64376 5.81021 0.27
H 3.43997 0.43218 4.72178 -0.36
H 5.18867 0.35314 4.45498 0.14
H 4.97073 0.28869 2.10143 0.38
H 4.03043 1.54593 1.32603 -0.15
H 3.16393 0.35953 2.32606 -0.17
H 3.98628 0.41270 6.97361 0.33
H 5.60573 0.65549 6.88970 0.35
C -3.22588 7.87635 -1.41571 -1.55
C -2.93972 6.38575 -1.23437 1.10
C -1.67625 6.16408 -0.41793 -1.12
O -1.56559 4.77568 -0.14765 0.10
C -0.97176 4.51648 1.09463 -0.63
N -4.12111 5.81007 -0.55577 -0.70
H -3.90054 8.00170 -2.26095 0.39
H -2.33286 8.47090 -1.61648 0.35
H -3.70532 8.26580 -0.51717 0.38
H -2.89285 5.91929 -2.21996 -0.23
H -1.73470 6.78567 0.48838 0.58
H -0.76381 6.49422 -0.93309 0.33
H -0.76052 3.45523 1.22446 -0.17
H -1.63498 4.82023 1.91693 0.35
H -0.02395 5.05989 1.20945 0.41
H -3.84117 4.90125 -0.18634 0.20
H -4.30017 6.34800 0.29163 0.33
C -4.46023 -1.07473 -3.20598 -1.68
C -3.21983 -0.71646 -4.04755 3.48
C -2.25996 -1.87592 -4.16359 -1.35
O -1.94814 -2.37626 -2.89294 -0.03
C -0.91387 -3.33096 -2.90149 -0.78
N -3.52895 -0.31404 -5.43220 -0.48
H -5.30760 -0.44008 -3.46266 0.53
H -4.23102 -0.96104 -2.14302 0.14
H -4.75806 -2.11643 -3.35976 0.33
H -2.69902 0.11850 -3.56545 -2.36
H -1.36037 -1.51051 -4.68642 0.40
H -2.65889 -2.65700 -4.83322 0.42
H -1.11822 -4.16334 -3.58510 0.42
H -0.83569 -3.71710 -1.88371 -0.04
H 0.05964 -2.90228 -3.17495 0.18
H -4.16060 -1.02826 -5.80568 0.36
H -4.14703 0.49542 -5.42410 0.28
C 0.69807 -5.35837 0.79360 -0.61
C 0.72394 -6.74713 1.42595 0.07
C 1.76852 -6.93299 2.50921 -0.73
O 3.05247 -6.55240 2.04186 -0.32
C 3.92546 -6.47366 3.13802 -0.42
N -0.59746 -7.04942 2.02035 -0.73
H -0.10724 -5.24265 0.06509 0.15
H 1.65892 -5.14942 0.31552 0.57
H 0.52509 -4.58263 1.55212 -0.11
H 0.94245 -7.46657 0.62932 0.35
H 1.79970 -7.99059 2.78089 0.37
H 1.50130 -6.26204 3.34218 0.28
H 3.87157 -7.36424 3.77113 0.37
H 3.70367 -5.55944 3.69988 -0.03
H 4.95651 -6.38842 2.79148 0.29
H -1.24182 -6.99960 1.23983 0.29
H -0.81194 -6.28951 2.65940 0.36
C -5.37214 -3.75001 -0.32727 -1.52
C -4.04474 -4.48951 -0.29345 1.89
C -3.34762 -4.36151 1.06044 -0.42
O -3.13623 -3.04652 1.43825 -0.41
C -2.71789 -2.92217 2.79043 -0.87
N -4.28909 -5.86992 -0.67277 -0.76
H -5.26632 -2.72101 0.03192 0.29
H -6.16044 -4.21036 0.27384 0.40
H -5.73198 -3.65752 -1.35254 0.36
H -3.41126 -3.99611 -1.04215 -0.92
H -2.43880 -4.98371 0.98952 -0.23
H -3.99244 -4.88575 1.78982 0.37
H -3.40315 -3.42143 3.47796 0.45
H -2.72789 -1.85405 3.01690 0.20
H -1.68809 -3.27820 2.90962 0.17
H -4.93491 -6.28767 0.00035 0.32
H -3.46665 -6.46045 -0.52192 0.25
C 4.20036 -3.26675 7.51992 -1.91
C 3.96946 -2.31285 6.37797 1.09
C 3.83670 -3.01749 5.04358 -0.96
O 3.59670 -2.05787 4.03053 -0.24
C 3.32106 -2.68399 2.79033 -0.45
N 2.78285 -1.48888 6.69297 -0.57
H 3.31888 -3.90917 7.65853 0.35
H 4.23699 -2.69878 8.45204 0.44
H 5.08074 -3.90183 7.45574 0.39
H 4.84532 -1.65830 6.28936 0.06
H 2.94190 -3.66832 5.10604 0.29
H 4.70007 -3.62926 4.75632 0.48
H 2.34773 -3.19852 2.81020 0.19
H 4.09626 -3.39605 2.49641 0.27
H 3.21611 -1.87363 2.07114 0.11
H 1.99364 -2.14690 6.71085 0.41
H 2.52537 -0.99595 5.83353 -0.12
```


2.
Here is a cluster of 2 separate species, C2H5ClO3S in total in a non-equilibrium geometry from the OMol25 dataset. Energies are from ωB97M-V with the def2-TZVPD basis set.

LUMO energy (alpha / beta): -0.6 / -0.7 eV

```
12
Properties=species:S:1:pos:R:3:mulliken_charge:R:1
C -1.52832 -0.41615 -0.15820 -1.13
C -0.33826 0.43200 0.03785 0.18
O 1.49943 -1.55971 0.80758 -0.45
O 1.53741 -0.65300 -1.51831 -0.46
O -0.34854 1.49508 -0.71830 -0.34
S 1.32700 -0.47439 -0.11030 0.88
Cl 2.60201 1.07769 0.47458 -0.21
H -2.34694 -0.13869 0.48627 0.34
H -1.67840 -0.60068 -1.18829 0.39
H -1.20836 -1.44979 0.14257 0.32
H -0.08794 0.36792 2.30770 0.09
H 0.57090 1.91973 -0.56315 0.39
```


3.
Here is a cluster of 2 separate species, C3H11N3 in total in a non-equilibrium geometry from the OMol25 dataset. Energies are from ωB97M-V with the def2-TZVPD basis set.

LUMO energy: 1.0 eV
SMILES string: [H]/N=C/N.CNC

```
17
Properties=species:S:1:pos:R:3:mulliken_charge:R:1
C -1.79668 -3.20799 1.99634 -0.79
N -1.60694 -2.97066 0.59502 -0.24
C -0.89477 -4.00820 -0.09487 -0.87
H -0.88889 -3.27243 2.63068 0.26
H -2.23982 -4.20541 2.09868 0.25
H -2.42954 -2.45954 2.47090 0.30
H -1.58098 -2.02909 0.28468 0.23
H -0.49066 -3.62563 -1.03588 0.32
H 0.00838 -4.38082 0.40298 0.28
H -1.59004 -4.81378 -0.34155 0.25
N 0.46834 4.11237 -0.58091 -0.46
C 1.81922 3.93400 -0.85144 0.03
N 2.36927 2.90496 -1.35175 -0.64
H 0.04527 3.23987 -0.87348 0.28
H 0.03847 4.98307 -0.83669 0.24
H 2.33298 4.86679 -0.59099 0.29
H 3.32319 2.93918 -0.98366 0.25
```


4.
Here is a cluster of 2 separate species, C2H2ClIO2 in total in a non-equilibrium geometry from the OMol25 dataset. Energies are from ωB97M-V with the def2-TZVPD basis set.

LUMO energy (alpha / beta): -2.7 / -2.7 eV

```
8
Properties=species:S:1:pos:R:3:mulliken_charge:R:1
C 1.22449 -0.43665 -0.45512 0.71
C -1.39160 0.63563 0.56753 -0.44
O 0.62736 -0.93132 -1.40185 -0.55
O 0.92996 0.33670 0.45920 -0.52
Cl 3.01236 -0.92028 -0.13580 -0.27
I -2.13950 -0.92587 -0.43594 0.43
H -1.06139 1.37771 -0.13559 0.27
H -1.20168 0.86407 1.53757 0.38
```


5.
Here is the molecule C7H14NO3P in a non-equilibrium geometry from the OMol25 dataset. Energies are from ωB97M-V with the def2-TZVPD basis set.

LUMO energy (alpha / beta): 0.7 / 0.7 eV

```
26
Properties=species:S:1:pos:R:3:mulliken_charge:R:1
C 0.40568 -0.11794 -0.00017 0.52
C -0.09449 -1.90692 -2.04619 -0.82
C 0.42710 -2.36710 -0.52378 -0.46
C -0.44742 -0.51432 -2.26635 -0.02
C -1.82502 -0.10571 -2.13072 -1.18
C -1.49774 1.22437 2.21313 -0.72
C 2.66483 1.45243 2.02935 -0.81
N 0.62567 -1.32758 0.25945 -0.45
O 1.14603 2.47165 -0.26892 -0.73
O -0.90978 1.86749 1.12450 -0.34
O 1.24754 1.35055 2.06021 -0.37
P 0.52463 1.51299 0.66074 0.86
H 0.66367 -2.24249 -2.68883 0.38
H -1.02284 -2.53020 -2.18138 0.38
H -0.44093 -2.91877 -0.14859 0.24
H 1.25911 -3.11540 -0.62854 0.34
H 0.08565 0.12618 -2.93167 0.41
H -2.07841 -0.85511 -1.37602 0.30
H -2.46911 -0.47839 -2.93255 0.34
H -2.07520 0.96284 -1.90884 0.29
H -1.98104 1.87868 2.92202 0.29
H -0.91514 0.43583 2.72122 0.32
H -2.37302 0.63649 1.88637 0.28
H 3.03063 1.25480 1.10473 0.41
H 3.03497 0.78781 2.74948 0.29
H 3.01466 2.51781 2.30138 0.24
```


6.
Here is a structure of composition C16H16BN6Pd from the OMol25 dataset. Energies are from ωB97M-V with the def2-TZVPD basis set.

LUMO energy (alpha / beta): -3.0 / -5.5 eV
multiplicity: 3
total charge: +1
expectation value of S²: 2.01

```
40
Properties=species:S:1:pos:R:3:mulliken_charge:R:1
Pd -0.07223 -0.05277 0.03695 0.65
C -1.75560 2.09035 -3.52497 -0.82
C -3.11005 1.82576 -3.42352 -0.47
C -3.57754 1.14751 -2.31182 -0.51
C -2.67877 0.72898 -1.33741 0.54
N -1.36167 0.94069 -1.47102 -0.11
C -0.92115 1.62544 -2.52444 -0.51
C -3.12020 0.10569 -0.05830 0.46
C -4.46115 -0.11092 0.23600 -0.50
C -4.81730 -0.58744 1.48530 -0.45
C -3.82356 -0.81526 2.42026 -0.84
C -2.51045 -0.59298 2.04633 -0.37
N -2.15761 -0.16887 0.83524 -0.10
H -1.34636 2.64333 -4.35789 0.39
H -3.79789 2.15635 -4.18934 0.44
H -4.63455 0.95970 -2.20572 0.30
H 0.14313 1.81630 -2.55609 0.85
H -5.22680 0.09699 -0.49501 0.29
H -5.85659 -0.76150 1.72696 0.44
H -4.05142 -1.15827 3.41889 0.39
H -1.70410 -0.74324 2.75204 0.69
B 3.40607 -0.05141 0.93762 -0.07
N 2.49857 -0.69060 1.89981 0.25
C 2.92499 -1.21282 3.08482 -0.20
C 1.88867 -1.89643 3.64978 -0.92
C 0.83250 -1.73425 2.73301 -0.35
N 1.19655 -1.00313 1.69625 -0.28
N 3.11522 0.16261 -0.48635 0.25
C 4.08000 0.38663 -1.42265 -0.18
C 3.49579 0.35054 -2.65558 -0.89
C 2.13604 0.10264 -2.38410 -0.59
N 1.91309 0.00628 -1.08660 -0.21
H 4.57960 -0.49646 1.08229 0.12
H 4.15537 0.82735 1.44619 0.18
H 3.94155 -1.06611 3.40926 0.42
H 1.87548 -2.43811 4.57777 0.40
H -0.16224 -2.14294 2.79992 0.68
H 5.10489 0.53107 -1.12447 0.43
H 3.96105 0.47767 -3.61589 0.41
H 1.33072 -0.01388 -3.09018 0.76
```


7.
Here is a structure of composition C4H7NO2S in a non-equilibrium geometry from the OMol25 dataset. Energies are from ωB97M-V with the def2-TZVPD basis set.

LUMO energy: 0.6 eV

```
15
Properties=species:S:1:pos:R:3:mulliken_charge:R:1
C 1.29660 0.14153 2.00591 -1.09
C 0.19862 0.17802 1.07000 -0.02
C 0.41409 0.53493 -0.36912 -0.03
C -0.27270 -0.19409 -1.45296 0.23
H 0.96791 0.74044 2.96632 0.27
H 2.04666 0.79956 1.65145 0.32
H 1.78032 -0.93826 2.74168 0.25
H -0.65656 -0.51979 1.11959 0.45
H 1.37241 0.59857 -0.86275 0.36
H -2.09628 0.77804 -1.20685 0.31
H -1.50781 -1.69703 -2.48817 0.38
N -1.54353 -0.17611 -1.50171 -0.12
O 0.37100 -1.00956 -2.02340 -0.68
O -2.27166 -1.09554 -2.18048 -0.42
S -0.09905 1.85930 0.53049 -0.19
```


Calculated values (eV) of relative energy (zero: lowest compared OMol25 entry of this formula, charge and spin) for the records, taken in order: 3.463, 4.262, 1.650, 2.264, 5.056, 0.681, 5.315.
Calculated values (eV) of calculated total energy for the records, taken in order: -81801.275, -31650.239, -7758.434, -26821.370, -24404.771, -29941.984, -20677.421.